Entry from the Open Molecules 2025 dataset: C25H50ClNP2ReSSi2 as an isolated structure at a distorted geometry (wB97M-V/def2-TZVPD).

XYZ file:
```
83
Properties=species:S:1:pos:R:3:forces:R:3
Re -0.30693 -0.00626 0.56952 5.293 0.003 -1.129
C -1.57393 -0.02166 2.27754 -0.186 -0.004 0.880
C -1.83593 1.15924 1.51790 -0.740 -0.025 -0.317
C -2.28972 0.70903 0.21466 -1.364 0.012 0.383
Si -1.42456 2.86939 2.16936 0.343 0.400 0.038
C -2.29106 -0.70722 0.20080 -1.371 -0.098 0.273
C -1.83774 -1.18728 1.49450 -0.727 0.084 -0.360
Si -1.42495 -2.91114 2.10344 0.302 -0.436 0.129
H -1.23424 -0.03098 3.30205 0.112 -0.004 0.043
H -2.60397 1.34752 -0.59436 -0.078 -0.135 -0.244
H -2.60477 -1.32907 -0.62371 -0.064 0.178 -0.185
Cl 1.06949 0.03478 -3.21983 -0.067 -0.017 0.756
C -1.14071 -2.85140 3.94623 -0.264 0.189 -0.092
C -2.77311 -4.12866 1.66180 -0.078 0.154 0.169
C -1.13906 2.76632 4.00640 -0.260 -0.183 -0.051
C -2.77199 4.09498 1.75504 -0.103 -0.133 0.162
H -3.68666 -3.79883 2.17549 0.078 -0.168 -0.166
H -2.51448 -5.12761 2.03424 -0.048 0.132 -0.067
H -2.98690 -4.19752 0.59008 -0.004 0.017 0.206
H -0.26962 -2.23843 4.21721 -0.192 -0.177 -0.058
H -0.98646 -3.88310 4.28564 -0.006 0.210 0.113
H -2.02811 -2.43360 4.44282 0.221 -0.193 0.047
H -3.69625 3.73236 2.22651 0.091 0.181 -0.158
H -2.95813 4.21905 0.68291 -0.007 -0.032 0.212
H -2.53180 5.07517 2.18629 -0.049 -0.137 -0.084
H -2.01688 2.32001 4.49342 0.192 0.191 0.060
H -1.00248 3.79041 4.37275 -0.003 -0.185 0.117
H -0.25794 2.16345 4.26213 -0.166 0.147 -0.051
C 0.23437 -3.39141 1.31742 -0.057 -0.020 0.135
C 0.23681 3.36423 1.39094 -0.080 -0.014 0.150
P 0.43162 -2.55545 -0.28658 -0.675 -0.170 -0.472
H 0.29543 -4.48671 1.23021 0.106 0.321 -0.026
H 1.03490 -3.05235 1.99393 -0.178 -0.039 -0.172
P 0.43346 2.56127 -0.23260 -0.693 0.219 -0.401
H 1.03630 3.00814 2.06155 -0.195 0.059 -0.195
H 0.29709 4.46157 1.32856 0.120 -0.333 -0.040
C 2.05451 3.18462 -0.91239 0.017 -0.298 -0.219
C -0.83967 3.50864 -1.28393 0.391 -0.414 0.405
C -0.84240 -3.47856 -1.35888 0.402 0.403 0.427
C 2.05320 -3.16366 -0.98207 0.009 0.300 -0.204
C 3.15823 -2.11630 -0.84748 0.229 0.009 -0.039
H 1.83674 -3.30520 -2.05348 0.065 0.060 0.235
C 2.53966 -4.49100 -0.39487 0.003 -0.174 0.080
H 2.74883 -4.39658 0.67833 -0.032 -0.017 -0.213
H 3.48139 -4.76056 -0.89188 -0.175 0.044 0.105
H 1.84252 -5.32384 -0.54084 0.151 0.258 0.102
H 2.91022 -1.19002 -1.37715 0.016 -0.116 0.154
H 4.08047 -2.51966 -1.28851 -0.154 0.152 0.085
H 3.36122 -1.88720 0.20749 -0.022 -0.061 -0.314
H -1.79773 -3.25655 -0.85823 0.192 -0.096 -0.204
C -0.64553 -4.99835 -1.39795 -0.112 -0.095 -0.024
C -0.89858 -2.92522 -2.78214 -0.140 -0.045 -0.021
H -0.63097 -5.47318 -0.40857 0.021 0.136 -0.200
H 0.27451 -5.26542 -1.93392 -0.233 0.068 0.110
H -1.48261 -5.44303 -1.95664 0.183 0.120 0.133
H -1.13166 -1.85563 -2.80250 0.000 -0.102 -0.011
H -1.68441 -3.46065 -3.33535 0.192 0.200 0.096
H 0.04846 -3.08594 -3.31363 -0.124 0.049 0.072
H -1.79646 3.27120 -0.79316 0.194 0.104 -0.194
C -0.88946 2.99103 -2.72074 -0.142 0.047 -0.025
C -0.64748 5.02967 -1.28506 -0.109 0.088 -0.022
H -0.63790 5.47974 -0.28413 0.023 -0.129 -0.204
H -1.48425 5.48501 -1.83584 0.187 -0.123 0.134
H 0.27364 5.31228 -1.81137 -0.238 -0.070 0.110
H -1.11482 1.92096 -2.76923 -0.004 0.098 -0.005
H 0.05700 3.17203 -3.24634 -0.118 -0.053 0.070
H -1.67759 3.53466 -3.26205 0.185 -0.197 0.090
C 3.15888 2.13431 -0.79994 0.238 -0.009 -0.039
C 2.54017 4.49911 -0.29653 0.006 0.170 0.084
H 1.83885 3.34865 -1.98049 0.066 -0.060 0.226
H 2.74828 4.38111 0.77449 -0.029 0.024 -0.212
H 1.84254 5.33441 -0.42469 0.152 -0.259 0.097
H 3.48204 4.77995 -0.78710 -0.177 -0.048 0.106
H 3.36085 1.88056 0.24927 -0.022 0.070 -0.300
H 4.08157 2.54709 -1.23065 -0.148 -0.151 0.080
H 2.91206 1.22011 -1.35025 0.010 0.108 0.149
C 0.97482 0.03213 -4.97259 0.203 0.014 -0.908
H -0.06416 0.02942 -5.32236 0.220 -0.002 0.325
H 1.48541 0.93665 -5.31863 -0.135 -0.311 -0.064
H 1.49242 -0.86708 -5.32320 -0.141 0.313 -0.033
S 1.93533 -0.02291 1.54851 -0.508 -0.011 0.250
C 1.50559 -0.03180 3.18162 0.035 0.020 2.315
N 1.30514 -0.03323 4.34080 0.169 -0.009 -2.192
```
Forces are in eV/Å.

net charge = 0
HOMO energy (spin up / spin down) = -1.7046 / -8.5343 eV
molar mass = 736.53 g mol⁻¹
largest force on an atom = 5.41 eV/A
E = -88045.885 eV
spin multiplicity = 4

=====

Entry from the Open Molecules 2025 dataset: C25H50F5I2O14PS as an isolated structure at a distorted geometry (wB97M-V/def2-TZVPD).

XYZ file:
```
98
Properties=species:S:1:pos:R:3:forces:R:3
O -2.03676 0.57752 1.82636 0.976 -4.029 1.451
S -2.06023 -0.38237 2.96593 -2.695 5.483 1.348
O -2.70039 0.39013 4.07782 2.114 -3.403 -1.577
O -2.91790 -1.81179 2.71740 1.521 0.442 1.049
C -2.18346 -2.89461 3.35813 1.938 -1.808 -0.689
P -2.84337 -3.14316 5.12456 -0.470 0.947 1.864
O -1.65484 -3.86848 6.11310 -1.077 0.263 -1.101
I -4.57009 -4.92303 4.82872 0.636 0.171 -0.250
C -0.65493 -2.50090 3.11880 -0.460 -0.381 -0.622
I -0.55918 -2.39659 0.90299 0.534 -0.735 -0.099
C 0.50056 -3.39936 3.74537 0.364 1.106 0.692
C 1.99115 -2.91827 3.31131 -0.251 0.126 0.650
C 2.96473 -4.12570 2.90852 -0.727 0.241 0.399
C 2.70480 -4.81198 1.50005 0.735 -0.762 0.781
F 3.45996 -6.02060 1.48799 -1.248 1.977 -0.166
F 1.37143 -5.19531 1.31325 2.032 0.810 0.337
C 3.20131 -3.99263 0.22342 0.380 -0.694 -2.119
F 2.78965 -2.67299 0.18155 0.801 -2.531 0.186
F 4.59017 -4.03483 0.09652 -2.649 0.358 0.646
F 2.70866 -4.67108 -0.92162 0.824 1.713 2.278
O -0.58787 -1.07128 3.44475 -1.754 -0.546 -0.213
H -2.32928 -3.90946 2.86620 -0.160 1.668 -0.094
H -2.07378 -3.90180 7.00359 0.451 0.077 -0.721
H 0.36764 -4.51031 3.55823 -0.263 1.523 -0.165
H 0.42692 -3.26212 4.87818 -0.035 -0.209 -1.479
H 2.44832 -2.44396 4.24884 -0.538 -0.693 -1.373
H 1.94337 -2.07473 2.54797 0.094 -1.327 0.772
H 2.83366 -4.95010 3.69022 0.189 0.987 -1.167
H 4.02872 -3.74054 3.02373 -1.245 -0.711 -0.650
C -4.19588 3.64356 1.27084 0.156 0.218 -0.092
O -3.33361 4.31694 0.37389 -0.183 -0.117 -0.118
C -2.23708 3.50363 -0.02719 -0.109 0.516 -0.070
C -1.63894 4.02058 -1.32798 -0.034 -0.266 0.029
O -2.37836 3.62146 -2.48235 -0.119 0.209 0.124
C -3.62103 4.29341 -2.69092 0.228 -0.077 -0.192
C -3.45258 5.72664 -3.17223 -0.172 0.069 0.517
O -3.16680 6.59069 -2.07801 0.211 -0.039 -0.064
C -2.56280 7.79773 -2.49456 -0.124 -0.176 0.173
H -3.65971 3.35830 2.18142 -0.060 -0.156 0.034
H -5.00766 4.32186 1.53592 0.103 0.039 -0.049
H -4.62630 2.75729 0.79346 0.033 -0.122 0.107
H -2.56264 2.46684 -0.16413 0.072 -0.032 0.007
H -1.48401 3.54759 0.76679 0.095 -0.250 -0.056
H -0.65114 3.56673 -1.44730 -0.083 -0.076 -0.028
H -1.49183 5.10213 -1.30760 -0.174 0.000 0.155
H -4.25410 4.23141 -1.80370 0.076 0.250 0.046
H -4.12265 3.72768 -3.48029 0.107 0.025 -0.044
H -4.38432 6.07186 -3.63462 -0.035 -0.078 -0.213
H -2.64499 5.77053 -3.91208 -0.006 -0.058 -0.028
H -1.59953 7.59565 -2.97483 -0.007 0.084 -0.132
H -2.38367 8.41206 -1.61081 -0.087 -0.100 -0.033
H -3.21975 8.34314 -3.18006 0.081 0.072 -0.090
C -1.08653 -6.88946 -2.26882 -0.018 0.176 -0.261
O -0.68467 -6.13786 -3.39661 0.086 -0.242 0.036
C 0.57670 -5.50879 -3.20040 -0.428 0.093 -0.370
C 1.20701 -5.15646 -4.54039 0.221 -0.118 0.180
O 1.83935 -6.26940 -5.17189 -0.287 0.007 -0.014
C 0.96492 -7.24181 -5.74616 0.257 0.122 -0.117
C 0.30030 -6.76539 -7.02889 -0.417 0.005 0.353
O -0.81595 -5.93314 -6.73376 0.160 0.165 -0.013
C -1.17612 -5.11520 -7.82794 -0.034 -0.119 0.238
H -1.18496 -6.24399 -1.38983 0.043 -0.072 0.126
H -2.05547 -7.33928 -2.48755 0.044 0.094 -0.049
H -0.36871 -7.69181 -2.06940 0.036 0.010 0.154
H 1.24866 -6.17125 -2.64413 0.061 0.039 0.001
H 0.40653 -4.59291 -2.62169 0.207 0.052 0.104
H 2.00871 -4.43628 -4.35539 0.035 -0.116 0.035
H 0.49420 -4.67384 -5.21181 -0.176 -0.129 0.126
H 0.23585 -7.59444 -5.01416 -0.169 0.157 -0.127
H 1.60590 -8.09218 -5.99237 0.053 0.096 -0.049
H -0.06811 -7.62822 -7.59523 0.164 -0.113 -0.114
H 1.03069 -6.21984 -7.63743 0.055 -0.034 0.015
H -0.35574 -4.43550 -8.08162 0.015 -0.018 -0.157
H -2.04034 -4.51649 -7.53617 0.052 -0.122 0.037
H -1.44308 -5.72586 -8.69658 0.036 0.075 -0.113
C 5.55726 5.50738 3.32590 -0.298 0.015 0.098
O 4.16134 5.72998 3.34272 0.108 -0.138 -0.204
C 3.77723 6.79831 2.48473 -0.267 -0.237 0.445
C 2.30161 6.68997 2.12624 0.136 0.046 -0.258
O 2.04521 5.74357 1.08948 0.073 -0.095 0.254
C 2.13960 4.36763 1.46167 -0.234 0.123 -0.163
C 0.97159 3.89757 2.31521 0.435 0.014 0.391
O 1.15896 4.27929 3.67309 -0.074 0.201 -0.064
C -0.05548 4.28481 4.39696 0.227 -0.020 -0.027
H 6.09446 6.39838 3.66629 0.129 0.005 -0.070
H 5.77809 4.68140 4.00259 -0.091 0.071 0.004
H 5.88723 5.22905 2.31969 0.122 0.088 -0.031
H 4.37546 6.78278 1.56700 -0.023 0.041 -0.043
H 3.95660 7.73716 3.02232 0.014 0.167 -0.165
H 1.98272 7.65427 1.72125 0.064 -0.065 -0.079
H 1.68238 6.49258 3.00336 0.205 -0.111 0.095
H 3.10177 4.15341 1.93095 -0.129 0.004 0.222
H 2.11480 3.81443 0.51917 -0.096 0.074 -0.008
H 0.90766 2.80374 2.28340 -0.118 -0.092 -0.213
H 0.04076 4.32420 1.92641 0.045 0.027 -0.035
H -0.74843 5.01899 3.97248 -0.134 -0.088 -0.021
H 0.16253 4.57346 5.42646 0.075 -0.058 -0.101
H -0.51210 3.28962 4.39532 -0.150 0.023 -0.003
```
Forces are in eV/Å.

net charge = 0
HOMO energy = -8.9026 eV
molar mass = 986.50 g mol⁻¹
largest force on an atom = 6.26 eV/A
E = -105305.844 eV